A molecular structure, C32H72F6O20P4Pb in a non-equilibrium geometry. Source: OMol25; level of theory: ωB97M-V/def2-TZVPD.

Structure (ORCA input):
```
! wB97M-V def2-TZVPD RIJCOSX def2/J DEFGRID3
* xyz 1 2
Pb -0.388 0.091 -0.384
C -3.014 1.607 -1.741
O -2.558 1.668 -0.438
O -1.937 0.861 -2.258
C -4.612 1.298 -1.953
F -5.209 0.692 -0.937
F -5.337 2.504 -1.998
F -4.946 0.596 -3.063
C -3.359 2.492 0.428
C -2.686 2.540 1.764
H -3.456 2.333 2.507
H -2.005 1.690 1.820
H -2.168 3.480 1.955
H -4.360 2.154 0.696
H -3.485 3.539 0.152
H -2.913 2.571 -2.240
C 2.502 -1.030 -2.102
O 2.236 -1.785 -3.226
O 1.753 -1.503 -0.997
C 4.051 -0.767 -1.937
F 4.453 0.056 -0.915
F 4.645 -2.001 -1.725
F 4.503 -0.275 -3.082
C 0.999 -1.629 -3.902
C 0.940 -2.692 -5.102
H 0.515 -3.579 -4.631
H 0.149 -2.363 -5.775
H 1.855 -3.021 -5.595
H 0.803 -0.622 -4.271
H 0.120 -1.847 -3.295
H 2.147 -0.011 -2.256
C 2.128 2.479 -5.337
C 1.039 2.613 -4.348
O 1.257 3.656 -3.402
P 1.170 3.490 -1.803
O 0.845 2.109 -1.367
O 0.126 4.629 -1.401
C -0.247 5.045 -0.053
C 1.019 5.647 0.559
O 2.618 3.947 -1.311
C 3.822 3.501 -1.755
C 4.636 4.669 -2.354
H 2.089 3.311 -6.040
H 3.095 2.341 -4.854
H 1.922 1.626 -5.983
H 0.092 2.608 -4.888
H 0.930 1.672 -3.808
H -1.007 5.826 -0.093
H -0.626 4.266 0.609
H 0.779 6.521 1.164
H 1.413 5.052 1.383
H 1.814 5.835 -0.163
H 4.304 3.070 -0.877
H 3.755 2.599 -2.363
H 5.679 4.379 -2.482
H 4.305 5.008 -3.336
H 4.670 5.523 -1.678
C -4.271 -1.679 0.898
C -4.429 -1.761 2.348
O -3.197 -2.349 2.769
P -1.834 -1.466 3.096
O -1.173 -0.877 1.876
O -0.865 -2.456 3.910
C -0.517 -3.689 3.246
C 0.658 -3.427 2.211
O -2.318 -0.396 4.202
C -1.250 0.367 4.770
C -1.031 -0.099 6.171
H -4.005 -2.612 0.402
H -5.180 -1.303 0.429
H -3.365 -1.149 0.605
H -4.563 -0.760 2.758
H -5.212 -2.410 2.741
H -0.308 -4.258 4.152
H -1.399 -4.117 2.770
H 0.404 -2.556 1.607
H 1.580 -3.267 2.770
H 0.937 -4.253 1.556
H -0.346 0.342 4.161
H -1.568 1.397 4.934
H -0.736 -1.143 6.271
H -0.447 0.555 6.819
H -1.949 -0.127 6.757
C -2.933 -2.956 -4.704
C -3.340 -2.426 -3.283
O -3.414 -3.326 -2.143
P -2.024 -3.620 -1.281
O -1.390 -2.433 -0.792
O -2.580 -4.597 -0.171
C -3.783 -5.399 -0.354
C -3.447 -6.700 -1.044
O -1.154 -4.660 -2.194
C 0.230 -5.006 -1.885
C 0.523 -5.970 -0.642
H -3.488 -3.882 -4.857
H -3.226 -2.236 -5.468
H -1.876 -3.213 -4.774
H -2.733 -1.550 -3.052
H -4.356 -2.042 -3.376
H -4.098 -5.602 0.669
H -4.624 -4.856 -0.785
H -2.460 -7.073 -0.769
H -4.237 -7.444 -0.943
H -3.316 -6.414 -2.087
H 0.536 -5.556 -2.775
H 0.837 -4.106 -1.792
H -0.233 -5.707 0.098
H 0.401 -7.015 -0.929
H 1.515 -5.745 -0.252
C -0.437 4.244 4.543
C 0.825 3.336 4.516
O 1.588 3.452 3.319
P 1.928 2.104 2.446
O 0.692 1.610 1.772
O 3.236 2.451 1.417
C 4.269 3.237 1.971
C 5.649 2.783 1.329
O 2.659 1.131 3.544
C 2.703 -0.276 3.395
C 3.770 -0.599 2.319
H -0.246 5.089 3.881
H -1.263 3.584 4.280
H -0.657 4.567 5.560
H 1.488 3.590 5.342
H 0.578 2.297 4.737
H 4.181 4.205 1.478
H 4.455 3.309 3.043
H 5.882 3.503 0.544
H 6.367 2.867 2.144
H 5.673 1.800 0.858
H 2.830 -0.797 4.343
H 1.818 -0.721 2.940
H 3.581 -0.350 1.275
H 4.731 -0.178 2.618
H 3.890 -1.678 2.225
*
```

Output
LUMO level (alpha / beta)	-1.7 / -5.6	eV
electronic energy	-134010.678	eV
expectation value of S²	0.76
HOMO (alpha / beta)	-10.97 / -10.88	eV

Atomic partial charges in e from the Löwdin method, atoms 1 to 6: Pb 1.69; C -0.40; O -0.20; O -0.32; C -0.46; F 0.13